Entry 1:
This record from the Open Molecules 2025 dataset describes a 3-piece molecular cluster, C10H23Cl4N overall at a distorted geometry. The level of theory is ωB97M-V with the def2-TZVPD basis set.

Structure (XYZ):
```
38
Properties=species:S:1:pos:R:3:forces:R:3
C 0.4402 -3.0632 0.4497 3.981 -0.620 -1.101
C 1.3042 -1.9002 -0.2903 -0.190 -2.064 8.985
N 1.2552 -0.6532 0.5187 1.213 1.129 -1.455
C 1.7582 -0.7272 1.8287 -7.978 0.646 1.893
C 2.8122 -1.4952 2.1367 7.656 -3.706 3.477
C 1.9532 0.4358 -0.1773 0.909 -1.156 1.167
C 1.3712 1.7028 0.2457 4.875 3.729 1.369
H -0.5468 -2.8672 0.7287 -1.319 0.699 0.610
H 1.0692 -3.5902 1.2427 -0.946 1.376 -0.321
H 0.4422 -3.9072 -0.2253 -0.465 -0.150 -0.769
H 0.9292 -1.5662 -1.0883 -3.013 1.613 -6.794
H 2.2772 -2.2742 -0.3833 1.660 -0.588 -0.447
H 1.1122 -1.4582 2.3337 -2.295 1.090 0.018
H 1.7012 0.2218 2.5227 0.075 -1.501 -1.975
H 3.3612 -2.3472 1.7517 -1.279 -0.534 -1.260
H 2.7932 -1.7332 3.2087 -0.299 -0.293 0.021
H 3.5762 -0.8502 2.1827 4.135 2.352 -0.009
H 1.5452 0.4298 -1.0863 -1.356 -0.635 -4.307
H 3.0632 0.3548 -0.4463 -0.968 0.119 1.323
H 1.6042 2.5458 -0.4503 0.966 -0.342 0.670
H 1.3782 2.0858 1.2757 1.238 -0.244 0.012
H 0.4232 1.8058 0.1307 -6.689 -0.885 -1.133
Cl -4.0898 0.1768 2.9897 -0.090 0.254 1.195
C -3.3988 -0.2882 1.4947 -0.954 3.877 -3.811
C -2.1638 0.5398 1.0127 -4.466 0.424 -6.203
Cl -2.5408 2.2708 0.7267 -0.123 0.323 0.523
H -4.2068 -0.2172 0.7107 0.809 -0.032 0.797
H -3.0378 -1.2162 1.4487 1.047 -4.042 0.558
H -1.7828 0.3138 -0.1063 -0.825 -0.557 3.023
H -1.5088 0.4558 1.7147 4.675 -0.234 3.883
Cl -1.9468 3.8058 -4.3453 0.042 0.726 0.090
C -1.1718 2.7758 -3.1353 -0.086 -1.655 -1.315
C -1.6948 1.3648 -3.4103 -3.786 4.844 -0.609
Cl -3.4678 1.2568 -2.8223 0.792 0.098 -0.359
H -1.4588 3.0008 -2.1343 -0.017 0.753 0.647
H -0.0888 2.7958 -3.3063 -0.258 0.148 0.220
H -1.3018 0.7018 -2.8413 3.109 -4.440 3.474
H -1.7618 1.1148 -4.4073 0.217 -0.521 -2.089
```
Positions in Å, forces in eV/Å.

Energy relative to the best compared isomer or geometry (same formula, charge and spin), kJ/mol: 323.7
M, g/mol: 299.11
E_tot, Ha: -2290.0917
HOMO energy, eV: -8.684
SMILES: CCN(CC)CC.ClCCCl.ClCCCl
Net charge: 0

***

Entry 2:
This record from the Open Molecules 2025 dataset describes an isolated ion of composition C10H23N2 and charge +1 at a distorted geometry. The level of theory is ωB97M-V with the def2-TZVPD basis set.

Structure (XYZ):
```
35
Properties=species:S:1:pos:R:3:forces:R:3
C -2.2337 1.0943 1.5359 -3.053 -0.339 -2.386
C -1.0734 0.1532 1.5016 -1.551 -2.332 2.126
C -1.5788 -1.3414 1.3570 -1.898 2.125 0.571
C -0.4367 0.3944 2.8581 1.590 1.074 -1.240
N 0.0352 0.4461 0.7022 1.649 0.338 -1.620
C 0.3458 1.6301 -0.0497 -1.230 0.954 1.948
N 0.1088 0.4287 -0.7146 0.185 -2.305 -2.749
C -1.0316 0.5111 -1.6618 -0.805 0.608 1.651
C 1.2966 -0.4486 -1.1765 1.648 0.769 0.539
C 2.5764 -0.0561 -0.4591 1.386 2.692 -0.749
C 1.0268 -1.9013 -0.9449 -0.559 -0.960 -0.150
C 1.5085 -0.2095 -2.6386 -0.051 1.310 -0.747
H -1.9440 2.1621 1.5570 -0.382 -0.543 -0.245
H -3.0329 0.7788 0.7144 1.768 1.354 0.976
H -2.8886 0.8877 2.3809 0.512 0.099 0.486
H -1.0232 -2.0189 0.8149 1.501 -0.936 -1.597
H -2.6219 -1.3490 0.9625 0.765 -0.006 0.146
H -1.6229 -1.8131 2.3165 -0.171 0.041 0.854
H 0.4127 -0.1875 3.1464 1.066 -0.446 -0.759
H -0.1232 1.4571 2.6774 -0.278 -0.650 1.749
H -1.0735 0.1043 3.6186 -1.894 0.656 1.658
H -0.3157 2.4704 -0.1254 -1.040 -0.161 -0.417
H 1.2908 1.9981 0.0344 2.824 0.480 0.132
H -1.4558 -0.3667 -2.0446 0.113 -1.801 -0.160
H -1.8185 0.9783 -1.1076 -0.528 0.419 0.260
H -0.7882 1.1352 -2.4675 0.666 0.889 -1.011
H 3.0348 0.8874 -1.0189 -0.758 -1.878 1.078
H 2.4700 0.3001 0.5909 0.183 -1.043 -0.598
H 3.2959 -0.8809 -0.6378 -0.354 0.621 0.640
H 0.1120 -2.1807 -1.4842 0.306 -0.367 0.003
H 0.9053 -2.2065 0.0856 -0.029 0.355 0.380
H 1.8991 -2.4942 -1.2882 -0.670 0.422 -0.231
H 2.4741 -0.5144 -3.0350 -0.110 -0.963 0.352
H 0.6684 -0.7169 -3.0777 0.016 0.048 -1.305
H 1.6016 0.8682 -2.9223 -0.816 -0.524 0.414
```
Positions in Å, forces in eV/Å.

Energy relative to the best compared isomer or geometry (same formula, charge and spin), kJ/mol: 268.0
M, g/mol: 171.31
E_tot, Ha: -503.9502
HOMO energy, eV: -14.014
SMILES: CC(C)(C)N1C[N@@+]1(C)C(C)(C)C
Net charge: +1

***

Entry 3:
This record from the Open Molecules 2025 dataset describes C10H23N2 as an isolated structure at a distorted geometry. The level of theory is ωB97M-V with the def2-TZVPD basis set.

Structure (XYZ):
```
35
Properties=species:S:1:pos:R:3:forces:R:3
C 1.2361 0.5110 -0.2854 -9.182 -1.384 1.551
C -0.6711 -1.8709 -1.4708 -0.131 0.122 0.261
C 0.4680 -2.4099 0.6636 -0.453 0.112 0.083
C -2.9444 0.5430 -0.1185 0.166 -0.116 -0.210
C -1.2259 2.3425 -0.1026 -0.053 -0.145 -0.185
C -0.4881 0.2432 1.8294 0.040 0.021 -0.214
C 3.6216 0.5874 0.2520 -0.145 -0.678 0.359
C -0.6255 -1.5490 0.0242 -0.040 -0.199 -0.036
C -1.4741 0.8624 -0.4120 0.015 0.280 0.158
C -0.5327 -0.0659 0.3512 3.194 0.814 -1.173
N 2.2143 0.3973 0.5603 5.583 -0.409 3.215
N 1.3705 0.8456 -1.5400 1.323 1.075 -3.716
H 0.2704 -1.6101 -1.9538 0.078 0.010 -0.063
H -1.4866 -1.3652 -1.9785 -0.078 0.039 -0.126
H -0.8231 -2.9399 -1.5960 0.021 -0.071 -0.084
H 1.4431 -2.1810 0.2428 0.225 0.066 -0.126
H 0.5084 -2.3072 1.7436 0.058 -0.036 0.120
H 0.2553 -3.4551 0.4539 0.077 -0.098 -0.005
H -3.1804 0.7114 0.9284 -0.044 0.004 0.124
H -3.1974 -0.4809 -0.3760 -0.095 -0.129 -0.012
H -3.5732 1.2036 -0.7095 -0.094 0.039 -0.026
H -1.6132 2.6052 0.8779 -0.025 0.060 0.109
H -0.1676 2.5920 -0.1347 0.071 0.066 0.015
H -1.7439 2.9594 -0.8320 -0.083 0.086 -0.042
H -1.4913 0.1175 2.2344 -0.050 -0.028 0.139
H -0.1873 1.2704 2.0142 0.013 0.116 0.047
H 0.1616 -0.4235 2.3876 0.042 -0.088 0.095
H 3.8098 1.5959 -0.1188 -0.177 0.142 -0.099
H 4.2038 0.4387 1.1558 -0.005 -0.025 -0.006
H 3.9511 -0.1349 -0.4970 0.080 -0.042 -0.119
H -1.5801 -1.8625 0.4629 -0.072 -0.104 0.029
H -1.3250 0.7089 -1.4853 -0.017 -0.067 -0.007
H 1.9871 0.1124 1.5034 -0.103 0.358 0.169
H 0.5607 0.9202 -2.1366 0.055 -0.146 -0.079
H 2.2693 1.0880 -1.9384 -0.194 0.357 -0.143
```
Positions in Å, forces in eV/Å.

Energy relative to the best compared isomer or geometry (same formula, charge and spin), kJ/mol: 0.0
Spin multiplicity: 3
M, g/mol: 171.31
E_tot, Ha: -503.8935
HOMO energy (spin up / spin down), eV: -9.150 / -13.586
Net charge: +1